108
Properties=species:S:1:pos:R:3:forces:R:3:mulliken_charge:R:1 method="wB97M-V/def2-TZVPD" e_homo_ev="-15.46 / -15.48" s2=8.763 gap_ev="8.4 / 7.3" total_charge=+3 e_tot_ha=-5165.93880 e_lumo_ev="-7.11 / -8.18" multiplicity=6 max_force_ha_per_bohr=0.0221
C 2.219292 -2.061545 -1.599198 0.186 0.205 -0.150 1.04
S -0.038867 0.580075 -2.201356 0.274 0.093 0.062 -0.80
H -2.075227 -2.829341 4.482271 -0.032 -0.052 0.003 0.18
H 1.738809 4.893840 1.625023 -0.027 0.011 0.129 0.31
C 3.595345 -3.509840 -0.272881 0.002 0.017 0.004 -0.85
C -2.092435 -3.831386 4.050764 0.111 0.051 -0.017 -1.14
H -2.569179 -0.822155 -1.858272 -0.007 -0.023 -0.033 -0.04
H -3.127344 4.433729 -1.634015 -0.064 0.079 0.011 0.38
C -1.093266 4.341481 -2.229515 0.071 0.024 -0.019 -0.84
H 2.249055 0.142417 5.708229 -0.011 0.008 -0.015 0.50
C 3.170717 2.095770 -3.831447 0.095 0.007 0.060 -0.52
C 4.770406 0.725994 -2.627827 -0.040 0.097 -0.081 -0.62
H -3.896838 2.381970 3.253689 -0.012 0.041 0.045 0.19
H -1.163164 5.403365 -2.449234 -0.100 0.008 -0.035 0.55
H -1.873310 4.681853 3.640803 0.010 -0.030 0.014 0.58
H -0.007855 6.306077 -0.262664 0.041 0.059 0.046 0.49
O -0.818675 2.828395 -0.110273 0.426 -0.126 0.068 -1.37
N -2.462752 3.750571 -1.992453 0.261 0.192 -0.127 -0.14
H 2.545859 -4.990494 0.867068 -0.001 0.016 -0.041 0.47
H 6.174879 3.645433 -3.610779 -0.024 -0.028 -0.009 0.44
H -3.504705 -3.453496 2.476203 0.011 0.120 -0.060 0.46
C 2.453301 -4.165510 0.171519 -0.018 0.021 -0.011 -0.69
C -2.474908 -3.798458 2.589358 -0.043 -0.114 0.068 0.55
O 1.409819 3.695030 -1.228041 -0.129 0.085 -0.083 -1.10
C 0.308007 -1.814141 -5.110427 0.027 0.029 -0.111 -0.60
H -1.909756 3.064819 5.468690 0.050 -0.051 0.111 0.33
C -4.710205 -3.333408 -0.791395 -0.066 0.016 0.145 -1.57
C 1.071566 -2.720249 -1.170876 0.112 -0.088 0.079 -0.55
Fe 0.151338 0.789434 0.196171 -1.094 -0.062 -0.304 3.36
H 0.297225 -1.438148 5.656989 -0.126 0.004 0.049 0.28
H 5.038111 -0.193321 -2.123517 -0.003 0.082 0.004 0.24
C -1.474371 3.679585 3.472373 0.148 -0.065 -0.068 -1.17
H 2.179286 2.239039 -4.248200 0.026 0.025 0.047 0.53
Sb 1.931725 -0.466635 -2.935363 -0.362 0.171 -0.244 1.31
F 2.151193 1.858442 0.935016 0.063 0.451 0.132 -0.17
H 0.091612 -2.409935 -1.513252 0.012 0.026 0.038 0.12
H 3.488051 0.616016 0.093973 -0.047 -0.252 -0.293 0.28
H -0.391961 3.698634 3.627343 -0.066 0.006 -0.002 0.35
C 0.690912 -0.959682 4.764100 0.178 0.024 0.057 0.69
H -2.578943 -3.082940 -0.870405 0.044 0.016 0.098 0.00
C 5.418264 2.882777 -3.475422 -0.009 -0.043 -0.023 -0.63
H -3.256325 0.402297 2.038770 0.010 0.020 0.078 0.29
H -1.105659 -4.282929 4.176395 -0.045 0.043 0.011 0.28
C -2.135832 2.738246 4.458351 -0.117 0.015 -0.063 0.44
H 0.573095 -2.098218 -8.472589 0.023 -0.007 0.039 0.40
P 0.000531 3.909551 -0.804806 0.028 -0.366 0.177 1.39
H 1.058364 -2.784028 3.685510 0.044 0.024 0.042 0.07
O -1.557591 1.386622 4.421242 -0.062 0.264 -0.023 -0.35
H 6.737972 1.552965 -2.421561 -0.048 0.014 -0.022 0.47
H -4.348055 -0.760662 -1.752010 0.011 -0.047 -0.052 0.35
H -4.669696 -4.086565 -0.003025 0.001 0.025 -0.052 0.37
O -1.585834 -2.835109 1.891552 0.001 -0.016 0.058 0.26
H -3.191058 -0.832160 3.325970 -0.031 0.026 -0.047 0.61
C 1.972422 -1.064553 -7.221446 0.004 -0.013 -0.019 -0.71
C 3.488914 0.932333 -3.136689 -0.070 -0.208 0.222 0.90
O -0.503137 -0.776089 3.908188 0.135 0.040 -0.021 -0.46
H -5.599579 -2.719463 -0.635188 0.026 -0.043 -0.044 0.36
C -3.483715 -1.416819 -1.881998 -0.007 0.106 0.160 -1.24
H -2.956677 -5.870408 2.366264 0.022 0.012 -0.017 0.44
H -4.800800 -3.841894 -1.751460 -0.001 0.001 0.030 0.41
O -3.442829 -1.777346 0.523716 0.121 0.108 -0.208 -0.16
H 3.909210 3.975447 -4.545525 0.027 -0.037 0.022 0.45
C 2.298626 -0.684952 -5.925536 -0.081 -0.090 -0.085 -0.45
H 0.697055 0.983869 5.727349 0.023 -0.018 -0.003 0.32
H 3.197330 -0.109676 -5.742470 0.011 0.010 0.003 0.45
H -0.495382 5.368954 1.164701 0.072 0.020 0.055 0.26
H -2.565170 -5.064704 0.840040 -0.001 -0.022 0.046 0.34
C 0.168968 5.394301 0.304603 -0.114 -0.014 -0.027 -0.92
C 1.612421 -1.913879 4.041621 -0.093 -0.030 -0.121 -0.89
C -3.477041 -2.463802 -0.788996 -0.084 -0.112 -0.127 1.23
H -0.649068 3.833743 -3.084531 -0.014 -0.024 -0.026 0.31
H 2.392339 -2.251427 4.724964 -0.015 0.017 -0.021 0.54
C 4.143897 3.070873 -3.997700 -0.011 0.019 -0.023 -0.83
P -1.164578 0.453564 3.240734 -0.051 -0.237 0.321 -0.35
C 1.351559 0.353476 5.127039 -0.124 0.054 -0.122 -1.30
H -4.087447 3.615621 4.509330 -0.001 -0.018 -0.025 0.49
P -2.096341 -1.502484 1.271898 -0.344 -0.174 -0.054 -2.80
H -2.321345 3.024352 -1.273128 0.001 -0.222 0.151 0.11
C 2.425715 0.668271 0.323549 -0.148 0.265 0.355 -0.48
O -0.383033 1.144357 2.167246 0.352 0.254 -0.242 0.60
H 1.644324 0.897303 4.222811 0.040 -0.043 0.063 0.13
C -2.306762 -5.129951 1.898733 0.078 0.009 -0.061 -1.53
H 2.079640 -1.425123 3.186413 0.019 -0.046 0.057 0.03
H 2.618305 -0.781671 -8.042632 -0.024 -0.008 0.016 0.42
H -4.060586 1.910289 4.959742 -0.001 0.037 -0.010 0.38
C -2.622848 -0.333561 2.538046 0.187 -0.083 -0.019 -0.65
C 1.456166 -1.060510 -4.885354 0.135 -0.015 0.235 0.86
C 3.485809 -2.453056 -1.166639 -0.132 -0.118 0.054 -0.65
C -3.635292 2.650047 4.281837 0.005 -0.117 -0.036 -1.37
C 5.735835 1.709497 -2.801944 -0.005 0.017 0.011 -0.73
H 2.012766 6.318813 0.833525 0.011 0.099 0.014 0.41
H 4.573439 -3.827856 0.065589 -0.037 0.005 -0.004 0.46
F 1.998604 -0.284839 1.180139 0.281 -0.483 0.193 -0.19
H -0.339956 -2.103819 -4.291118 -0.008 0.004 -0.007 0.34
H -1.273277 -5.471470 1.991788 -0.061 -0.009 -0.008 0.32
H 4.383799 -1.968534 -1.524833 -0.029 -0.050 0.002 0.43
H -0.893134 -2.773883 -6.601274 0.043 0.022 -0.013 0.42
O -1.018626 -0.911236 0.420233 0.289 0.195 -0.122 1.62
H 0.312047 -4.306930 0.051638 0.050 0.041 0.013 0.45
H -2.817245 -4.433756 4.598960 0.028 -0.002 -0.006 0.45
H -1.671880 3.378717 2.440355 -0.013 0.020 0.036 0.10
C 1.197977 -3.778914 -0.281760 -0.019 -0.028 -0.007 -0.50
C -0.003814 -2.186545 -6.408992 -0.030 -0.027 0.024 -0.70
N 1.609842 5.388427 0.744365 -0.180 -0.149 -0.127 -0.15
C 0.825570 -1.809617 -7.460001 -0.011 0.028 0.007 -0.53
H 2.100073 4.829276 0.006298 0.056 0.025 -0.102 0.26
H -2.861577 3.336478 -2.833768 0.002 -0.029 -0.100 0.39
H -3.562413 -1.903273 -2.855310 0.006 0.016 0.031 0.45

---

112
Properties=species:S:1:pos:R:3:forces:R:3:mulliken_charge:R:1 method="wB97M-V/def2-TZVPD" e_homo_ev=-5.15 gap_ev=6.4 total_charge=-1 e_tot_ha=-3711.84525 e_lumo_ev=1.20 multiplicity=1 max_force_ha_per_bohr=0.1893
C -1.672980 -4.922332 2.213580 -0.222 -0.690 -0.172 -0.90
H 4.702439 -1.061103 4.136569 -1.078 -0.319 -2.289 0.34
N -2.963778 -3.022512 -0.796942 -2.849 2.750 -3.827 -0.07
C -4.935069 1.543024 -3.187256 -0.275 -0.748 0.603 0.13
C 4.326151 -5.134325 -0.035859 1.269 -0.389 1.014 -0.86
H 0.050045 7.812120 3.974260 -0.008 -0.083 -0.212 0.30
H 6.398165 -1.488400 2.342412 -2.298 -0.224 -0.778 0.29
H -4.046760 0.954653 -2.936984 0.000 0.372 -0.106 0.08
O -0.723433 -2.050642 4.510648 -5.074 2.516 -7.918 -0.61
F -5.362777 -1.185774 4.446334 -1.229 -2.262 -4.876 -0.22
C 4.188799 -1.125292 3.062001 0.906 0.478 0.218 -0.43
O -3.435422 -2.313172 -1.703986 1.904 -3.239 2.741 -0.24
H 1.491597 -0.325746 3.041622 1.390 2.060 -0.868 -0.28
C 0.758426 -2.137837 -2.968056 0.118 0.430 -0.588 0.51
O -2.650896 -0.909234 3.246398 0.607 -2.365 1.711 -0.42
O 1.927017 7.697776 1.952287 0.465 -1.342 1.154 -0.57
H 0.826954 -5.090347 -1.921716 1.384 0.998 -1.541 0.05
C 0.868952 0.408980 -3.668587 -0.514 0.431 0.215 -0.31
H 1.063960 0.446852 -2.491904 -0.352 -0.182 -2.577 0.06
H 0.703758 2.465257 3.324073 2.010 -1.565 0.948 0.22
F -5.559543 0.304692 1.604138 2.238 -4.565 1.088 -0.31
H 4.241423 1.207415 3.343087 -0.928 -1.765 -1.376 0.30
H 2.537158 2.752659 3.660474 -1.659 -1.837 -0.019 0.20
H 1.767358 0.966835 1.610819 0.427 -0.953 2.458 0.03
O -1.449074 0.928004 1.614057 -6.208 -4.963 -1.501 -0.68
O -1.133853 -2.095041 1.994932 -2.105 -0.535 3.335 0.24
C 4.898969 8.192907 2.606474 -0.273 0.282 0.129 -1.09
H 4.193667 -3.744403 2.312898 1.915 0.808 -1.053 0.15
H 1.604722 1.606943 4.832130 0.007 0.452 -2.263 0.27
H 1.792770 -1.681160 -2.586636 -2.223 -1.246 -0.756 -0.03
H 4.194392 -5.704564 1.004027 0.111 1.155 -2.301 0.34
C 1.584545 -4.736984 -2.744380 0.263 -0.084 -1.182 -0.30
O 1.338307 6.229555 3.617842 0.949 0.435 -0.750 -0.28
H -0.110043 -3.940834 -4.064702 2.378 0.792 0.433 0.28
H 3.277845 -1.855404 3.170023 1.654 1.480 -0.448 0.20
H -6.912523 1.162555 -4.007107 0.133 -0.032 0.165 0.36
H 0.466761 2.461503 -1.875336 -1.931 -0.133 -1.419 0.25
C 5.285877 -3.834106 0.245231 0.392 0.095 0.313 -0.35
C -2.482044 -2.397240 1.408249 1.511 0.022 0.614 -0.63
H -1.012513 1.389993 -4.606633 1.887 0.828 0.988 0.18
H 4.976579 -2.985084 -0.507453 0.541 -1.517 1.655 0.17
C 3.020312 -4.335754 -2.042048 0.204 -1.015 -1.078 -0.45
H 5.339706 6.127291 2.249121 -0.364 -0.109 0.154 0.30
F -7.206373 -1.222011 2.943381 4.585 -1.759 0.730 -0.28
H 4.201905 6.799362 1.083917 -0.154 0.068 0.227 0.30
H 0.022537 -2.215006 -2.039776 1.702 -0.111 -1.874 -0.33
H -1.047111 -4.684862 3.176725 -1.327 -0.121 -1.881 0.36
C 2.207080 6.816966 2.754704 -0.283 0.433 -0.235 0.73
H -0.784106 3.575305 -2.740579 0.348 -2.283 0.186 0.31
C -2.904591 -3.871383 1.983603 -1.168 0.165 0.403 -0.50
N 2.964940 -4.809239 -0.607529 0.057 1.648 0.660 0.19
C -2.643273 0.187485 1.086234 3.487 7.167 -3.525 -0.09
C -1.411871 -1.738675 3.410422 1.260 -0.383 1.252 0.25
O -4.524170 2.520718 -4.150497 -0.632 1.347 -0.525 -0.27
C -4.958290 -1.059892 1.842921 -1.103 0.619 -1.645 0.76
H 4.898627 -5.849989 -0.767772 -1.432 1.260 1.266 0.33
H -6.612175 4.933550 -6.310748 0.011 0.108 0.217 0.28
O -4.881902 4.331872 -5.343637 -0.286 -0.444 0.599 -0.32
H 6.440575 -4.056077 0.047935 -2.560 0.191 0.188 0.40
C 5.190251 -3.352603 1.818655 0.140 0.228 -0.090 -0.42
H 1.756666 -5.686236 -3.447630 -0.280 1.919 1.652 0.29
H 3.340963 -3.220131 -2.188889 -0.844 -1.961 0.387 0.19
C -5.778943 -1.694676 3.106113 -3.598 0.029 1.496 0.56
C -0.463992 2.454488 -2.599548 -0.217 -0.654 -0.313 -0.77
C -5.767248 5.367303 -5.766966 -0.166 0.295 -0.129 -0.64
H -1.031470 -0.912823 -3.745508 2.349 -0.262 -0.887 0.13
C 2.152357 -3.900933 0.287509 0.250 1.615 -0.912 -0.37
C 4.487707 6.805834 2.141475 0.403 0.364 -0.265 -0.20
C 2.097855 0.639340 2.706854 -0.309 0.991 -0.181 0.54
H 5.167561 8.179150 3.667002 0.113 -0.107 -0.129 0.29
F -5.890285 -3.201190 3.065344 0.832 5.241 0.475 -0.25
C -5.409086 3.517689 -4.392843 -0.394 -0.573 0.502 0.69
H -0.946323 -4.542153 -0.028546 0.677 -0.738 2.113 -0.13
H -1.340731 1.788159 -2.140905 1.957 1.759 -0.584 0.10
H -5.644869 0.154465 -4.685094 0.101 -0.066 0.153 0.34
C -0.047696 1.723478 -4.029479 0.373 0.724 0.889 -0.33
C 0.027151 6.790591 3.582217 -0.564 0.104 0.018 -0.66
C 0.119035 -1.032323 -4.000085 0.769 0.480 1.103 -0.36
H -3.810069 -4.313711 1.341865 2.247 0.906 1.285 0.44
H 5.174128 -1.247155 0.894705 0.042 -0.816 2.374 0.23
C -3.333640 -1.064976 1.954471 3.413 0.501 -1.470 1.11
H 0.332308 -1.378434 -5.097176 -0.695 0.785 1.953 0.26
H 4.079313 8.911111 2.499608 0.124 -0.186 -0.124 0.31
O 3.433128 6.275606 2.953435 -0.937 0.167 -0.104 -0.32
H -0.626778 -6.259721 0.674727 -0.055 2.552 0.511 0.47
F -5.362782 -1.868403 0.632161 1.307 2.295 3.768 -0.28
C 0.976401 -3.565378 -3.743648 -0.884 -0.284 1.146 -0.82
H -5.219351 6.025946 -6.446647 0.134 -0.315 0.157 0.22
H -6.252784 -0.167933 -3.041770 0.148 0.086 -0.036 0.33
H -2.171161 -5.986869 2.410057 0.968 2.352 -0.431 0.36
H -0.385117 6.773348 2.568736 0.179 0.104 0.172 0.30
H 5.749948 8.560418 2.027039 -0.037 -0.103 0.054 0.36
H -6.116971 5.962863 -4.918197 -0.048 -0.237 -0.117 0.29
H 1.641809 -3.438898 -4.714152 -1.309 -0.200 2.080 0.30
C -0.644445 -5.100389 0.953827 -0.709 -1.582 -0.911 0.00
H -0.618311 6.186839 4.226292 0.391 -0.056 -0.091 0.23
C 3.727910 0.396915 2.651286 -0.308 0.063 -0.158 -0.47
H -5.271617 2.027468 -2.264108 0.046 0.015 -0.267 0.33
H 3.849971 -5.004857 -2.579279 -1.677 1.494 1.291 0.40
S 1.078460 -4.701405 1.595483 0.390 0.290 -0.694 -0.27
O -2.172182 -2.242122 -0.041431 -0.088 0.107 3.038 0.60
C -5.996303 0.617072 -3.757981 -0.302 0.168 -0.262 -1.24
C 5.295960 -1.719951 1.975573 0.163 -0.518 0.200 -0.59
S 2.158096 -2.184269 0.237375 -0.009 -3.663 -0.073 -0.12
C 1.690775 1.912323 3.700488 0.363 0.688 -0.365 -0.94
O -6.504762 3.656085 -3.865136 1.621 -0.012 -0.845 -0.57
H 0.565291 2.542250 -4.641548 -1.326 -2.008 0.998 0.31
H 4.088455 0.610511 1.540973 -0.701 -0.448 2.324 0.14
H 6.088924 -3.831885 2.410066 -1.848 0.754 -1.141 0.37
H 1.899555 0.540463 -4.213577 -1.880 -0.662 1.028 0.21
O -3.120548 0.640208 -0.082673 1.040 -3.523 5.651 -0.54
H -3.380271 -3.680352 3.062068 1.070 -0.229 -2.319 0.24